Record 1
A cluster of 14 separate species, C28H84O14 in total at a distorted geometry. Source: OMol25; level of theory: the ωB97M-V functional and the def2-TZVPD basis.

Geometry as ORCA input:
```
! wB97M-V def2-TZVPD RIJCOSX def2/J DEFGRID3
* xyz 0 1
C -6.15 4.77 2.16
C -6.73 5.99 2.83
O -6.28 6.07 4.17
H -6.45 3.86 2.68
H -5.06 4.75 2.26
H -6.45 4.64 1.12
H -7.81 5.92 2.76
H -6.47 6.96 2.39
H -5.35 6.30 4.18
C 8.63 -0.32 -3.41
C 7.75 0.86 -3.81
O 8.36 1.60 -4.81
H 8.69 -0.94 -4.30
H 8.28 -0.89 -2.56
H 9.62 0.07 -3.16
H 7.55 1.45 -2.91
H 6.72 0.58 -4.04
H 9.28 1.72 -4.55
C -8.92 -3.67 0.65
C -7.79 -2.61 0.55
O -6.52 -3.21 0.57
H -9.04 -4.11 1.64
H -8.80 -4.48 -0.08
H -9.89 -3.23 0.42
H -7.85 -1.87 1.34
H -7.87 -2.16 -0.44
H -6.49 -3.89 -0.11
C 4.17 -0.42 8.79
C 3.18 -0.50 7.68
O 3.90 -0.51 6.48
H 4.89 -1.24 8.75
H 3.67 -0.64 9.74
H 4.63 0.56 8.85
H 2.48 0.34 7.73
H 2.62 -1.44 7.71
H 3.27 -0.72 5.79
C 1.16 0.01 -0.01
C 0.02 -0.43 0.97
O 0.66 -0.95 2.11
H 1.73 0.80 0.47
H 0.80 0.39 -0.97
H 1.83 -0.81 -0.28
H -0.64 -1.17 0.52
H -0.62 0.41 1.22
H 0.07 -1.53 2.60
C 6.24 -7.26 -2.45
C 4.75 -6.88 -2.34
O 4.03 -8.10 -2.21
H 6.38 -7.88 -3.34
H 6.58 -7.72 -1.53
H 6.81 -6.34 -2.60
H 4.44 -6.34 -3.23
H 4.58 -6.29 -1.44
H 4.08 -8.56 -3.05
C -5.43 -3.37 7.22
C -4.46 -2.38 6.61
O -3.83 -3.00 5.48
H -4.93 -4.30 7.49
H -6.24 -3.67 6.55
H -5.79 -2.87 8.12
H -3.74 -2.07 7.36
H -4.98 -1.45 6.38
H -4.49 -3.03 4.78
C 0.88 5.89 3.41
C 0.00 6.26 4.60
O -1.11 7.05 4.22
H 1.14 6.80 2.88
H 0.37 5.19 2.74
H 1.77 5.32 3.67
H 0.56 6.85 5.32
H -0.36 5.30 4.97
H -0.78 7.84 3.79
C 2.83 3.17 -7.73
C 3.87 4.01 -8.51
O 4.95 3.14 -8.78
H 1.86 3.68 -7.73
H 3.09 2.97 -6.69
H 2.62 2.22 -8.21
H 4.14 4.85 -7.88
H 3.49 4.36 -9.47
H 5.53 3.07 -8.01
C -3.09 -0.89 -5.64
C -4.05 0.28 -5.79
O -3.32 1.42 -6.22
H -2.51 -1.09 -6.54
H -3.57 -1.84 -5.40
H -2.35 -0.61 -4.89
H -4.59 0.42 -4.86
H -4.84 0.09 -6.52
H -3.65 2.18 -5.74
C 5.32 6.56 -3.03
C 6.49 7.33 -3.59
O 6.08 8.24 -4.54
H 5.55 5.75 -2.34
H 4.81 6.11 -3.87
H 4.62 7.21 -2.50
H 7.17 6.68 -4.13
H 6.99 7.88 -2.79
H 6.85 8.71 -4.88
C 1.73 -8.30 5.87
C 0.84 -7.26 5.25
O -0.43 -7.22 5.84
H 2.69 -8.47 5.38
H 1.29 -9.29 5.85
H 1.92 -8.04 6.91
H 0.67 -7.47 4.20
H 1.29 -6.28 5.42
H -0.88 -6.45 5.50
C -2.44 -7.18 -0.85
C -3.57 -7.79 -1.66
O -4.49 -6.74 -1.93
H -2.79 -6.53 -0.05
H -1.84 -6.61 -1.56
H -1.80 -7.98 -0.46
H -3.93 -8.68 -1.14
H -3.16 -8.06 -2.64
H -4.91 -6.91 -2.77
C -1.70 6.23 -2.88
C -3.05 6.79 -3.23
O -3.91 5.86 -3.76
H -1.10 6.96 -2.34
H -1.13 5.99 -3.78
H -1.76 5.35 -2.24
H -2.87 7.58 -3.97
H -3.42 7.20 -2.29
H -4.81 6.08 -3.52
*
```

Values from the calculation:
Relative energy (zero: lowest compared OMol25 entry of this formula, charge and spin) ... 4.747 eV
Electronic energy ... -2170.30573 Eh
Kohn-Sham gap ... 10.1 eV
Lowest unoccupied orbital energy ... 0.12 eV

Löwdin atomic charge list, values in e, 2 entries: atom 1 (C): -0.098, atom 2 (C): -0.336

Record 2
A cluster of 14 separate species, C28H84O14 in total at a distorted geometry. Source: OMol25; level of theory: the ωB97M-V functional and the def2-TZVPD basis.

Geometry as ORCA input:
```
! wB97M-V def2-TZVPD RIJCOSX def2/J DEFGRID3
* xyz 0 1
C -18.30 4.39 6.73
C -19.75 4.82 6.86
O -20.16 5.67 5.76
H -17.57 5.19 6.80
H -18.23 3.93 5.74
H -18.04 3.66 7.50
H -19.90 5.37 7.80
H -20.40 3.95 6.84
H -19.42 6.27 5.51
C -22.28 14.14 5.66
C -21.91 14.21 7.13
O -22.99 13.80 7.97
H -21.40 14.28 5.02
H -22.96 14.96 5.43
H -22.76 13.21 5.35
H -21.57 15.21 7.38
H -21.05 13.55 7.37
H -23.39 13.02 7.54
C -22.93 5.39 8.44
C -22.35 6.80 8.39
O -22.31 7.23 7.02
H -22.12 4.71 8.18
H -23.69 5.26 7.67
H -23.41 5.11 9.37
H -21.36 6.87 8.83
H -23.00 7.53 8.89
H -21.61 6.73 6.55
C -22.37 10.15 4.12
C -21.14 9.77 4.93
O -21.49 9.85 6.31
H -22.15 10.24 3.06
H -22.90 11.04 4.47
H -23.13 9.37 4.26
H -20.36 10.47 4.66
H -20.82 8.75 4.70
H -21.77 8.94 6.56
C -18.03 11.27 5.32
C -18.13 12.35 4.25
O -17.55 11.89 3.04
H -18.57 11.58 6.21
H -17.00 11.03 5.55
H -18.39 10.36 4.83
H -17.62 13.24 4.65
H -19.16 12.68 4.10
H -17.06 12.62 2.63
C -15.91 7.92 5.14
C -16.87 7.11 4.28
O -18.23 7.49 4.50
H -15.66 8.88 4.69
H -14.94 7.40 5.21
H -16.17 8.03 6.19
H -16.78 6.05 4.49
H -16.62 7.33 3.24
H -18.51 8.09 3.77
C -27.85 13.12 4.71
C -27.00 12.31 5.67
O -25.64 12.41 5.25
H -28.04 12.64 3.76
H -27.31 14.05 4.49
H -28.75 13.49 5.20
H -27.38 11.28 5.68
H -27.07 12.68 6.70
H -25.08 12.01 5.93
C -21.24 13.20 1.84
C -21.06 13.18 0.32
O -21.10 11.85 -0.19
H -21.18 14.21 2.26
H -20.42 12.58 2.21
H -22.23 12.86 2.14
H -20.05 13.58 0.14
H -21.77 13.82 -0.22
H -22.05 11.64 -0.26
C -23.86 9.05 -0.10
C -24.33 10.02 -1.15
O -24.71 9.32 -2.30
H -23.59 9.50 0.86
H -22.95 8.55 -0.43
H -24.64 8.30 0.07
H -23.54 10.78 -1.26
H -25.13 10.67 -0.77
H -25.52 9.67 -2.66
C -20.52 8.88 0.87
C -19.08 8.63 1.35
O -18.82 9.39 2.54
H -21.14 8.78 1.76
H -20.76 8.20 0.05
H -20.67 9.89 0.49
H -18.30 8.78 0.60
H -19.07 7.57 1.63
H -18.43 10.26 2.36
C -25.16 11.09 2.13
C -25.18 12.46 1.51
O -24.31 12.52 0.34
H -25.41 10.33 1.37
H -25.90 10.99 2.93
H -24.18 10.78 2.48
H -24.87 13.24 2.23
H -26.21 12.78 1.27
H -24.74 13.17 -0.24
C -25.32 9.68 8.39
C -24.16 10.66 8.43
O -23.83 11.13 7.12
H -25.02 8.76 7.87
H -26.20 10.04 7.86
H -25.53 9.35 9.42
H -23.30 10.22 8.95
H -24.46 11.51 9.05
H -23.16 10.51 6.77
C -19.80 9.75 8.99
C -18.92 8.93 8.08
O -18.69 7.59 8.64
H -20.78 9.27 9.04
H -19.86 10.74 8.54
H -19.38 9.86 9.99
H -17.92 9.36 7.95
H -19.35 8.82 7.08
H -18.47 7.06 7.87
C -26.12 6.82 5.10
C -25.93 7.93 4.08
O -25.65 7.46 2.77
H -25.15 6.39 5.36
H -26.78 6.06 4.69
H -26.55 7.14 6.05
H -25.25 8.72 4.38
H -26.90 8.46 4.00
H -26.10 6.64 2.58
*
```

Values from the calculation:
Relative energy (zero: lowest compared OMol25 entry of this formula, charge and spin) ... 1.332 eV
Electronic energy ... -2170.43123 Eh
Kohn-Sham gap ... 10.0 eV
Lowest unoccupied orbital energy ... 0.47 eV

Löwdin atomic charge list, values in e, 2 entries: atom 1 (C): -0.071, atom 2 (C): -0.301

Record 3
A cluster of 14 separate species, C28H84O14 in total at a distorted geometry. Source: OMol25; level of theory: the ωB97M-V functional and the def2-TZVPD basis.

Geometry as ORCA input:
```
! wB97M-V def2-TZVPD RIJCOSX def2/J DEFGRID3
* xyz 1 2
C 0.42 4.62 1.92
C -0.94 4.93 2.48
O -0.80 5.99 3.44
H 0.27 3.97 1.06
H 1.02 3.98 2.57
H 0.93 5.53 1.62
H -1.48 4.07 2.85
H -1.61 5.24 1.68
H -1.63 6.06 3.91
C -3.70 -2.01 1.97
C -4.72 -3.16 1.83
O -4.03 -4.36 1.49
H -4.15 -1.05 2.23
H -3.17 -1.87 1.03
H -2.92 -2.30 2.68
H -5.42 -2.98 1.01
H -5.15 -3.28 2.82
H -4.41 -5.13 1.90
C -0.07 -4.46 2.83
C -1.00 -5.63 2.39
O -1.38 -5.41 1.08
H 0.20 -4.59 3.88
H -0.60 -3.52 2.72
H 0.80 -4.42 2.16
H -1.84 -5.58 3.08
H -0.53 -6.60 2.55
H -2.16 -4.85 1.05
C -5.49 2.05 0.33
C -4.01 1.98 -0.05
O -3.30 1.41 1.00
H -5.68 2.63 1.23
H -5.82 1.04 0.57
H -6.07 2.44 -0.50
H -3.71 3.00 -0.29
H -3.95 1.39 -0.97
H -2.41 1.24 0.70
C 2.06 -1.62 -3.38
C 0.69 -2.34 -3.27
O 0.84 -3.61 -3.80
H 2.43 -1.63 -4.40
H 2.80 -2.09 -2.73
H 1.95 -0.57 -3.14
H -0.15 -1.93 -3.84
H 0.41 -2.31 -2.21
H 0.04 -4.14 -3.66
C -1.47 6.58 -3.43
C -2.03 5.95 -2.11
O -0.93 5.61 -1.28
H -0.76 7.38 -3.21
H -2.23 7.00 -4.09
H -1.03 5.81 -4.06
H -2.70 5.10 -2.24
H -2.59 6.74 -1.61
H -0.57 4.79 -1.61
C -1.23 2.41 -3.88
C 0.17 2.57 -3.36
O 0.18 3.23 -2.12
H -1.15 2.03 -4.90
H -1.83 3.32 -3.95
H -1.89 1.79 -3.28
H 0.76 3.11 -4.10
H 0.55 1.57 -3.17
H 1.08 3.11 -1.81
C 4.33 4.34 1.90
C 3.75 3.19 2.74
O 2.88 2.49 1.89
H 4.98 4.97 2.52
H 3.57 4.98 1.46
H 4.96 3.98 1.08
H 3.22 3.64 3.58
H 4.55 2.54 3.10
H 2.47 1.80 2.41
C 1.97 -4.53 -0.73
C 1.34 -5.90 -1.07
O 0.83 -6.52 0.06
H 2.49 -4.13 -1.60
H 2.74 -4.74 0.01
H 1.23 -3.80 -0.42
H 2.16 -6.51 -1.43
H 0.67 -5.72 -1.91
H 0.00 -6.10 0.32
C -2.66 -3.99 -1.99
C -2.59 -5.27 -2.78
O -1.48 -5.22 -3.64
H -3.48 -4.05 -1.29
H -2.75 -3.14 -2.67
H -1.77 -3.76 -1.40
H -3.51 -5.49 -3.31
H -2.51 -6.07 -2.04
H -1.77 -5.75 -4.38
C -0.63 0.82 4.00
C 0.55 -0.05 4.14
O 1.66 0.31 3.38
H -0.89 0.81 2.94
H -0.27 1.83 4.21
H -1.45 0.56 4.67
H 0.35 -1.10 3.95
H 0.88 -0.05 5.18
H 2.46 0.04 3.84
C 3.81 -0.85 0.75
C 4.16 -1.92 1.79
O 4.36 -3.19 1.28
H 4.43 -0.95 -0.14
H 3.85 0.16 1.15
H 2.81 -0.96 0.31
H 3.36 -2.05 2.51
H 5.06 -1.71 2.36
H 4.40 -3.82 2.01
C 3.78 2.61 -2.91
C 3.62 2.20 -1.44
O 2.55 2.97 -0.88
H 3.83 3.70 -3.00
H 2.89 2.26 -3.43
H 4.62 2.15 -3.41
H 4.52 2.37 -0.85
H 3.46 1.12 -1.36
H 2.65 2.99 0.07
C -0.31 -0.95 0.34
C 0.20 0.50 0.12
O -0.86 1.29 -0.28
H 0.45 -1.61 0.77
H -0.78 -1.33 -0.56
H -1.11 -0.94 1.07
H 0.92 0.57 -0.70
H 0.63 0.84 1.06
H -0.51 1.91 -0.92
*
```

Values from the calculation:
Relative energy (zero: lowest compared OMol25 entry of this formula, charge and spin) ... 0.000 eV
Electronic energy ... -2170.08995 Eh
Kohn-Sham gap (spin up / spin down) ... 8.7 / 2.1 eV
Lowest unoccupied orbital energy (spin up / spin down) ... -2.14 / -8.72 eV

Löwdin atomic charge list, values in e, 2 entries: atom 1 (C): -0.077, atom 2 (C): -0.319

Which formula does entry 3 have? C28H84O14